No. 1
The following is a DFT calculation (the ωB97M-V functional and the def2-TZVPD basis) of 2 unconnected molecules or ions with the total composition C2H2FIO.

Geometry as XYZ:
```
7
C2H2FIO, DFT the ωB97M-V functional and the def2-TZVPD basis
C 0.02283 0.37631 -0.76787
C 0.27574 -0.00745 0.61070
O 0.79401 0.34167 -1.71696
F 1.26601 -0.76436 1.05482
I -0.65541 1.12732 2.07209
H -1.05171 0.68213 -0.98129
H -0.65146 -1.75563 -0.27149
```

The value obtained for the HOMO energy (alpha / beta) is -9.268 / -10.352 eV. The LUMO energy (alpha / beta) comes out at -1.164 / -1.590 eV. As for the energy relative to the best compared isomer or geometry (same formula, charge and spin): 380.2 kJ/mol.

---

No. 2
The following is a DFT calculation (the ωB97M-V functional and the def2-TZVPD basis) of a molecular structure, C2H2FLiNaO2.

Geometry as XYZ:
```
9
C2H2FLiNaO2, DFT the ωB97M-V functional and the def2-TZVPD basis
C -0.95042 0.07185 -0.19263
C -1.75647 0.50239 0.88905
O -0.50352 1.00500 -0.83531
F -0.76132 -1.24238 -0.51128
H 1.99862 -0.53008 1.15359
H -2.74721 0.88135 0.59025
Na 1.73673 1.68313 -0.61670
Li 1.25323 -1.90202 -0.71301
O 1.73036 -0.46924 0.23605
```

The value obtained for the HOMO energy (alpha / beta) is -13.535 / -13.535 eV. The LUMO energy (alpha / beta) comes out at -5.589 / -5.586 eV. As for the energy relative to the best compared isomer or geometry (same formula, charge and spin): 376.4 kJ/mol. Its charge is +1.

---

No. 3
The following is a DFT calculation (the ωB97M-V functional and the def2-TZVPD basis) of a molecular structure, C2H2FLiO.

Geometry as XYZ:
```
7
C2H2FLiO, DFT the ωB97M-V functional and the def2-TZVPD basis
O 1.07163 0.90074 0.14935
C 0.49203 0.04362 0.72873
C -0.52211 -0.84030 0.72706
H -1.43301 -0.58883 1.27308
F -0.24301 -2.15906 0.68552
Li 1.03250 1.86689 -1.61026
H -0.39803 0.77695 -1.95349
```

The value obtained for the HOMO energy is -7.003 eV. The LUMO energy comes out at -0.311 eV. As for the energy relative to the best compared isomer or geometry (same formula, charge and spin): 427.9 kJ/mol.

---

No. 4
The following is a DFT calculation (the ωB97M-V functional and the def2-TZVPD basis) of a molecular structure, C2H2FLiO.

Geometry as XYZ:
```
7
C2H2FLiO, DFT the ωB97M-V functional and the def2-TZVPD basis
O 0.52761 -0.89130 -0.50488
C 1.08147 -0.06604 0.33321
C 0.07262 0.82572 -0.13062
H 1.30034 -0.26269 1.39066
F -0.87205 1.20954 0.70722
H 0.01920 1.29067 -1.11611
Li -0.30995 -2.52908 -0.80943
```

The value obtained for the HOMO energy (alpha / beta) is -12.922 / -16.129 eV. The LUMO energy (alpha / beta) comes out at -4.762 / -4.810 eV. As for the spin multiplicity: 2. As for the energy relative to the best compared isomer or geometry (same formula, charge and spin): 96.0 kJ/mol. Its charge is +1.

---

No. 5
The following is a DFT calculation (the ωB97M-V functional and the def2-TZVPD basis) of a molecular structure, C2H2FLiORu.

Geometry as XYZ:
```
8
C2H2FLiORu, DFT the ωB97M-V functional and the def2-TZVPD basis
H -1.21270 0.08689 -1.09844
C 0.24815 -1.18131 -0.08163
C -0.61974 -0.17562 -0.13485
O -0.19890 1.10173 -0.04349
Li -1.61212 2.01794 0.96695
Ru 1.68719 1.17631 0.23960
F 1.61029 -0.79381 0.01589
H 0.09784 -2.23213 0.13597
```

The value obtained for the HOMO energy (alpha / beta) is -25.919 / -26.008 eV. The LUMO energy (alpha / beta) comes out at -16.120 / -19.067 eV. As for the spin multiplicity: 6. Its charge is +3.

---

No. 6
The following is a DFT calculation (the ωB97M-V functional and the def2-TZVPD basis) of a molecular structure, C2H2FMn.

Geometry as XYZ:
```
6
C2H2FMn, DFT the ωB97M-V functional and the def2-TZVPD basis
F 2.71691 1.20956 -0.70829
H 1.10516 0.40498 -0.72755
C 1.00649 0.45898 0.54670
C 2.16556 1.04501 0.75449
H 3.02444 0.74037 1.35266
Mn 0.03555 -0.75214 1.78393
```

The value obtained for the HOMO energy (alpha / beta) is -14.848 / -14.957 eV. The LUMO energy (alpha / beta) comes out at -7.143 / -7.471 eV. As for the spin multiplicity: 6. As for the energy relative to the best compared isomer or geometry (same formula, charge and spin): 179.2 kJ/mol. Its charge is +1.

---

No. 7
The following is a DFT calculation (the ωB97M-V functional and the def2-TZVPD basis) of 2 unconnected molecules or ions with the total composition C2H2FN.

Geometry as XYZ:
```
6
C2H2FN, DFT the ωB97M-V functional and the def2-TZVPD basis
C -0.11292 -0.11515 -0.24918
C -1.28498 -0.11117 0.47329
N -0.85109 1.04169 0.06815
F 2.51393 -0.39880 -0.34799
H 1.78397 0.09175 -1.00151
H -2.04892 -0.50833 1.05723
```

Its SMILES is C1=CN=1.F. The value obtained for the HOMO energy is -10.585 eV. The LUMO energy comes out at -0.160 eV. As for the energy relative to the best compared isomer or geometry (same formula, charge and spin): 359.3 kJ/mol.

---

No. 8
The following is a DFT calculation (the ωB97M-V functional and the def2-TZVPD basis) of a molecular structure, C2H2FN3.

Geometry as XYZ:
```
8
C2H2FN3, DFT the ωB97M-V functional and the def2-TZVPD basis
C 0.45306 -1.26880 0.05651
C 0.22030 0.59749 -0.40163
N 0.94424 -0.32265 -0.75367
N -0.57453 -0.88830 0.80649
N -0.62536 0.42332 0.59002
F 0.25319 2.75209 -0.77757
H 0.78043 -2.19908 -0.37585
H -1.45134 0.90592 0.85570
```

The value obtained for the HOMO energy (alpha / beta) is -11.556 / -11.556 eV. The LUMO energy (alpha / beta) comes out at -2.222 / -2.221 eV. As for the energy relative to the best compared isomer or geometry (same formula, charge and spin): 439.1 kJ/mol.

---

No. 9
The following is a DFT calculation (the ωB97M-V functional and the def2-TZVPD basis) of 2 unconnected molecules or ions with the total composition C2H2FN3O.

Geometry as XYZ:
```
9
C2H2FN3O, DFT the ωB97M-V functional and the def2-TZVPD basis
C -1.38501 0.27355 0.34338
C 1.42186 -0.62521 0.02341
N -1.76933 -0.70095 0.83822
N 2.08172 -0.13977 -0.84088
N -0.68264 0.93814 -0.38383
O 0.89259 -1.24340 0.87286
F -0.87526 2.20902 -0.90715
H -1.67849 -1.02312 1.71021
H 1.99456 0.31176 -1.65621
```

Its SMILES is N=C=NF.N=C=O. The value obtained for the HOMO energy is -10.518 eV. The LUMO energy comes out at 0.220 eV. As for the energy relative to the best compared isomer or geometry (same formula, charge and spin): 295.9 kJ/mol.

---

No. 10
The following is a DFT calculation (the ωB97M-V functional and the def2-TZVPD basis) of 2 unconnected molecules or ions with the total composition C2H2FNO.

Geometry as XYZ:
```
7
C2H2FNO, DFT the ωB97M-V functional and the def2-TZVPD basis
C -0.73603 0.65870 0.01828
C -0.13345 -0.50124 0.72945
N -1.65335 -0.01168 0.78506
O 0.49719 -1.41578 1.16551
F 1.32011 -0.00564 -1.69210
H -0.61789 1.81857 -0.04425
H 1.32343 -0.54294 -0.96195
```

Its SMILES is O=c1cn1.F. The value obtained for the HOMO energy is -10.027 eV. The LUMO energy comes out at -0.665 eV. As for the energy relative to the best compared isomer or geometry (same formula, charge and spin): 273.2 kJ/mol.

---

No. 11
The following is a DFT calculation (the ωB97M-V functional and the def2-TZVPD basis) of 2 unconnected molecules or ions with the total composition C2H2FNO2.

Geometry as XYZ:
```
8
C2H2FNO2, DFT the ωB97M-V functional and the def2-TZVPD basis
C 3.11434 0.87425 0.10339
C 0.11817 -0.19266 -0.19393
N 4.12439 0.16618 0.06167
O 2.36136 1.75662 0.18384
O 1.11268 -0.86934 0.02098
F 4.29395 -1.15837 -0.22076
H -0.03749 0.97314 -0.03300
H -0.58104 -0.83502 -0.72722
```

Its SMILES is O=C=NF.C=O. The value obtained for the HOMO energy is -10.590 eV. The LUMO energy comes out at 0.120 eV. As for the energy relative to the best compared isomer or geometry (same formula, charge and spin): 449.8 kJ/mol.

---

No. 12
The following is a DFT calculation (the ωB97M-V functional and the def2-TZVPD basis) of 2 unconnected molecules or ions with the total composition C2H2FNP2.

Geometry as XYZ:
```
8
C2H2FNP2, DFT the ωB97M-V functional and the def2-TZVPD basis
C 0.28910 -2.07495 0.31075
C -0.53877 -1.20364 0.17914
N 0.41587 1.52931 0.82128
F -1.74113 0.21963 -1.31534
P 0.88250 1.71086 -0.64865
P -1.78224 -0.07872 0.21384
H 0.73070 -2.92828 0.73962
H 1.74396 2.82579 -0.30065
```

The value obtained for the HOMO energy (alpha / beta) is -7.940 / -9.261 eV. The LUMO energy (alpha / beta) comes out at -0.904 / -1.025 eV. As for the energy relative to the best compared isomer or geometry (same formula, charge and spin): 255.5 kJ/mol.

---

No. 13
The following is a DFT calculation (the ωB97M-V functional and the def2-TZVPD basis) of a molecular structure, C2H2FNdO.

Geometry as XYZ:
```
7
C2H2FNdO, DFT the ωB97M-V functional and the def2-TZVPD basis
C -0.81452 0.17566 -0.13054
C 0.40991 -0.47155 -0.40900
O -0.02204 -0.71150 0.93895
H -1.82364 -0.06367 -0.46544
F -0.68194 1.49527 0.29731
H 0.38058 -1.36812 -1.04280
Nd 2.55165 0.94391 0.81152
```

The value obtained for the HOMO energy (alpha / beta) is -11.362 / -11.399 eV. The LUMO energy (alpha / beta) comes out at -5.471 / -5.401 eV. As for the spin multiplicity: 5. As for the energy relative to the best compared isomer or geometry (same formula, charge and spin): 0.0 kJ/mol. Its charge is +1.

---

No. 14
The following is a DFT calculation (the ωB97M-V functional and the def2-TZVPD basis) of 2 unconnected molecules or ions with the total composition C2H2FO3P.

Geometry as XYZ:
```
9
C2H2FO3P, DFT the ωB97M-V functional and the def2-TZVPD basis
C 2.76469 0.45192 0.68244
C -0.28275 0.23072 -0.21349
O -2.99631 -0.24021 0.67925
O -1.71802 -2.30958 -0.16166
O -1.27193 0.11289 -1.31422
F -0.47477 1.49244 0.32945
P -1.73607 -0.80965 0.13090
H 3.42182 -0.16766 -0.04830
H 2.29334 1.23913 -0.08437
```

The value obtained for the HOMO energy (alpha / beta) is 0.341 / 1.386 eV. The LUMO energy (alpha / beta) comes out at 6.960 / 6.959 eV. As for the energy relative to the best compared isomer or geometry (same formula, charge and spin): 579.5 kJ/mol. Its charge is -2.

---

No. 15
The following is a DFT calculation (the ωB97M-V functional and the def2-TZVPD basis) of 2 unconnected molecules or ions with the total composition C2H2FO3S.

Geometry as XYZ:
```
9
C2H2FO3S, DFT the ωB97M-V functional and the def2-TZVPD basis
C 1.62300 -0.07298 0.78893
C -0.46080 -1.04304 -2.05292
O -2.13676 -1.14037 -0.08209
O 1.54374 -0.99184 0.15608
O -0.54529 0.75386 -0.11622
F -2.43076 0.87101 -1.71947
S -1.31985 -0.24373 -0.86239
H -1.17323 -1.23310 -2.90250
H 0.15730 -0.17670 -2.37270
```

The value obtained for the HOMO energy is -4.166 eV. The LUMO energy comes out at 4.212 eV. As for the energy relative to the best compared isomer or geometry (same formula, charge and spin): 156.6 kJ/mol. Its charge is -1.

---

No. 16
The following is a DFT calculation (the ωB97M-V functional and the def2-TZVPD basis) of a molecular structure, C2H2FOPb.

Geometry as XYZ:
```
7
C2H2FOPb, DFT the ωB97M-V functional and the def2-TZVPD basis
C 0.67485 0.32241 -0.05805
C -0.43936 -0.26255 -0.67850
O -0.89260 0.50936 0.48668
H 1.27278 1.18788 -0.33416
F 1.23502 -0.45341 0.96214
H -0.75952 0.16883 -1.63253
Pb -1.09118 -1.47253 1.25442
```

The value obtained for the HOMO energy (alpha / beta) is -14.240 / -14.239 eV. The LUMO energy (alpha / beta) comes out at -5.850 / -5.850 eV. As for the energy relative to the best compared isomer or geometry (same formula, charge and spin): 193.0 kJ/mol. Its charge is +1.

---

No. 17
The following is a DFT calculation (the ωB97M-V functional and the def2-TZVPD basis) of a molecular structure, C2H2FOS.

Geometry as XYZ:
```
7
C2H2FOS, DFT the ωB97M-V functional and the def2-TZVPD basis
C 0.50953 0.20392 -0.99081
C -0.41685 -0.21158 0.65626
O -0.19422 -0.23460 -1.86110
F -1.46561 -1.08763 0.62049
S 1.81284 1.20974 -0.75776
H -0.73766 0.71584 1.03381
H 0.49197 -0.59569 1.29912
```

The value obtained for the HOMO energy is -3.267 eV. The LUMO energy comes out at 3.901 eV. As for the energy relative to the best compared isomer or geometry (same formula, charge and spin): 75.3 kJ/mol. Its charge is -1.

---

No. 18
The following is a DFT calculation (the ωB97M-V functional and the def2-TZVPD basis) of a molecular structure, C2H2FP.

Geometry as XYZ:
```
6
C2H2FP, DFT the ωB97M-V functional and the def2-TZVPD basis
C -0.78698 0.00903 0.00113
C 0.62027 -0.10140 0.03440
F -1.65951 1.51441 0.04018
P -0.70345 -1.64584 0.00493
H 1.27276 0.08637 -0.92507
H 1.25691 0.13744 0.84443
```

The value obtained for the HOMO energy is -9.946 eV. The LUMO energy comes out at -0.487 eV. As for the energy relative to the best compared isomer or geometry (same formula, charge and spin): 322.3 kJ/mol.

---

No. 19
The following is a DFT calculation (the ωB97M-V functional and the def2-TZVPD basis) of 3 unconnected molecules or ions with the total composition C2H2I2NO.

Geometry as XYZ:
```
8
C2H2I2NO, DFT the ωB97M-V functional and the def2-TZVPD basis
C 0.87645 0.15223 0.16955
C -0.31521 0.19964 -0.27870
N 2.95246 -1.23638 0.50910
O 3.49775 -1.43364 -0.46631
I -6.14148 -0.01931 0.02799
I -1.91275 1.90298 0.37815
H 1.60255 0.64820 0.88824
H -0.55977 -0.21372 -1.22801
```

The value obtained for the HOMO energy (alpha / beta) is -3.216 / -3.258 eV. The LUMO energy (alpha / beta) comes out at 0.481 / 1.845 eV. As for the energy relative to the best compared isomer or geometry (same formula, charge and spin): 248.0 kJ/mol. Its charge is -1.

---

No. 20
The following is a DFT calculation (the ωB97M-V functional and the def2-TZVPD basis) of 2 unconnected molecules or ions with the total composition C2H2I2O2S.

Geometry as XYZ:
```
9
C2H2I2O2S, DFT the ωB97M-V functional and the def2-TZVPD basis
C -0.62321 -1.65752 1.63027
C -0.25682 0.77062 -0.82194
O -1.33788 -2.52465 1.52767
O 0.19994 -0.88265 1.71832
S 1.07880 1.86497 -1.47987
I -0.45067 -1.00313 -2.09605
I 2.60073 1.74964 0.38517
H -0.01951 0.36675 0.11979
H -1.19137 1.31597 -0.98335
```

Its SMILES is O=C=O.ICSI. The value obtained for the HOMO energy is -8.841 eV. The LUMO energy comes out at -0.930 eV. As for the energy relative to the best compared isomer or geometry (same formula, charge and spin): 40.6 kJ/mol.